DFT (ωB97M-V/def2-TZVPD) results for a cluster of 14 separate species, C42H98N14O14 in total.

The calculation puts the HOMO-LUMO gap at 8.98 eV. The value obtained for the HOMO energy is -8.79 eV. The value obtained for the total energy is -3478.94194 a.u. The value obtained for the energy relative to the best compared isomer or geometry (same formula, charge and spin) is 1061.10 kJ/mol.

Each line ends with the Mulliken charge.
CARTESIAN COORDINATES (ANGSTROEM)
C  3.429  -3.734  -2.286  -0.017
O  2.210  -3.387  -2.119  -0.272
N  4.116  -4.467  -1.414  0.380
C  5.499  -4.676  -1.728  -1.032
C  3.506  -5.050  -0.244  -0.429
H  4.036  -3.523  -3.179  -0.094
H  6.156  -3.973  -1.217  0.233
H  5.712  -4.676  -2.797  0.421
H  5.713  -5.711  -1.463  0.378
H  2.611  -4.474  -0.014  -0.329
H  3.354  -6.130  -0.229  0.440
H  4.074  -4.733  0.630  0.310
C  -5.122  0.114  -0.667  0.322
O  -4.519  0.728  0.243  -0.581
N  -6.427  -0.298  -0.639  0.351
C  -7.185  -0.755  -1.776  -0.994
C  -7.272  -0.052  0.567  -0.965
H  -4.572  -0.145  -1.585  0.088
H  -7.825  0.006  -2.222  0.357
H  -7.789  -1.627  -1.528  0.330
H  -6.570  -0.902  -2.664  0.229
H  -7.923  -0.892  0.809  0.363
H  -6.667  0.184  1.442  0.171
H  -7.829  0.867  0.386  0.377
C  0.040  -1.842  0.395  -0.118
O  -0.687  -2.343  1.240  -0.657
N  -0.035  -0.453  0.053  1.537
C  0.978  0.115  -0.873  0.194
C  -1.026  0.486  0.567  -1.145
H  0.904  -2.359  -0.051  0.386
H  1.849  -0.515  -1.054  -0.445
H  1.421  0.968  -0.358  -0.525
H  0.476  0.449  -1.781  0.391
H  -1.475  -0.053  1.401  0.193
H  -0.554  1.408  0.906  -0.056
H  -1.814  0.802  -0.117  0.276
C  -3.451  3.681  -0.760  0.277
O  -3.216  4.527  0.100  -0.646
N  -3.457  3.878  -2.083  0.251
C  -3.627  2.704  -3.052  -0.490
C  -3.381  5.251  -2.673  -1.064
H  -3.512  2.604  -0.537  0.112
H  -4.394  2.867  -3.809  0.402
H  -3.767  1.751  -2.541  -0.122
H  -2.722  2.523  -3.632  0.261
H  -4.385  5.576  -2.945  0.310
H  -2.980  5.934  -1.924  0.293
H  -2.745  5.212  -3.557  0.323
C  5.552  -2.212  -5.130  0.005
O  6.083  -2.778  -4.113  -0.575
N  4.608  -1.199  -5.001  0.298
C  3.735  -0.757  -6.106  -0.829
C  4.352  -0.545  -3.668  -0.953
H  5.786  -2.500  -6.167  0.340
H  3.628  0.324  -6.190  0.263
H  2.749  -1.210  -6.007  0.298
H  4.028  -1.196  -7.060  0.314
H  4.488  0.536  -3.698  0.443
H  3.323  -0.804  -3.419  0.267
H  4.850  -0.862  -2.752  0.167
C  5.359  2.401  -0.951  0.156
O  6.543  2.045  -1.189  -0.667
N  4.815  2.427  0.305  0.296
C  3.373  2.698  0.496  0.042
C  5.549  2.228  1.527  -1.003
H  4.764  2.649  -1.844  0.300
H  2.757  1.943  0.985  -0.050
H  2.942  2.855  -0.493  -0.456
H  3.284  3.599  1.103  0.368
H  5.496  2.910  2.375  0.312
H  5.365  1.304  2.076  0.229
H  6.618  2.128  1.338  0.374
C  1.266  2.844  3.897  -0.433
O  1.439  2.409  2.744  -0.300
N  0.807  2.132  4.963  0.364
C  0.393  2.755  6.179  -1.045
C  0.590  0.677  4.720  -0.581
H  1.452  3.865  4.266  0.427
H  -0.609  2.409  6.434  0.272
H  0.554  3.833  6.178  0.312
H  1.140  2.409  6.893  0.458
H  0.869  0.293  3.739  -0.040
H  1.272  0.154  5.389  0.467
H  -0.435  0.319  4.815  0.060
C  2.001  3.191  -3.203  -0.021
O  2.321  2.174  -2.601  -0.334
N  1.163  4.172  -2.719  0.422
C  0.784  5.383  -3.551  -0.710
C  0.408  3.996  -1.471  0.118
H  2.148  3.407  -4.272  0.239
H  -0.301  5.483  -3.569  0.110
H  1.141  5.274  -4.575  0.319
H  1.099  6.287  -3.031  0.318
H  -0.651  4.018  -1.729  -0.254
H  0.623  3.141  -0.829  -0.206
H  0.653  4.897  -0.910  0.125
C  5.856  -2.869  2.068  0.184
O  6.033  -3.470  3.128  -0.638
N  4.757  -2.198  1.681  0.377
C  3.503  -1.954  2.431  -0.921
C  4.818  -1.498  0.330  -0.915
H  6.580  -2.898  1.239  0.334
H  3.468  -2.647  3.272  0.336
H  2.700  -2.135  1.717  0.227
H  3.498  -0.926  2.794  0.315
H  5.699  -1.754  -0.258  0.349
H  3.983  -1.827  -0.288  -0.082
H  5.036  -0.466  0.604  0.393
C  -3.394  -3.884  0.343  0.330
O  -3.410  -5.045  0.021  -0.701
N  -4.217  -3.315  1.212  0.289
C  -4.027  -1.893  1.636  -0.627
C  -5.197  -4.139  1.955  -1.108
H  -2.671  -3.201  -0.129  0.301
H  -4.913  -1.278  1.793  0.382
H  -3.232  -1.323  1.155  -0.417
H  -3.577  -2.012  2.621  0.614
H  -6.220  -3.872  1.688  0.288
H  -5.082  -5.219  1.871  0.321
H  -5.120  -3.902  3.016  0.357
C  -1.318  7.196  1.464  0.218
O  -1.077  8.374  1.167  -0.654
N  -0.389  6.228  1.608  0.205
C  -0.786  4.887  1.971  -0.512
C  1.045  6.457  1.413  -0.674
H  -2.347  6.889  1.706  0.383
H  -1.871  4.842  2.057  0.153
H  -0.320  4.523  2.887  0.025
H  -0.528  4.232  1.139  0.261
H  1.274  7.483  1.126  0.307
H  1.481  6.401  2.410  0.363
H  1.373  5.735  0.665  0.047
C  -3.099  3.512  4.886  -0.049
O  -2.574  4.541  4.523  -0.509
N  -3.186  2.415  4.088  0.262
C  -3.659  1.178  4.684  -0.796
C  -2.635  2.259  2.751  0.756
H  -3.648  3.320  5.821  0.311
H  -2.899  0.402  4.783  0.172
H  -4.419  0.784  4.009  0.203
H  -4.088  1.233  5.684  0.389
H  -3.227  1.418  2.390  -0.459
H  -2.749  3.078  2.041  -0.302
H  -1.639  1.893  3.001  -0.033
C  0.713  -7.757  1.698  0.159
O  0.829  -8.887  1.122  -0.634
N  0.299  -6.598  1.062  0.262
C  0.022  -6.449  -0.324  -0.737
C  0.068  -5.397  1.899  -0.530
H  0.820  -7.607  2.783  0.303
H  0.468  -7.194  -0.982  0.337
H  0.548  -5.566  -0.687  -0.034
H  -1.064  -6.465  -0.418  0.426
H  0.811  -4.618  1.726  0.114
H  -0.910  -5.017  1.603  -0.032
H  0.028  -5.566  2.975  0.383
C  -1.955  -1.468  -3.401  0.344
O  -2.877  -0.650  -3.664  -0.724
N  -2.143  -2.819  -3.348  0.305
C  -3.407  -3.441  -3.408  -0.928
C  -0.987  -3.691  -3.158  -1.342
H  -0.937  -1.108  -3.188  0.166
H  -3.544  -3.846  -4.411  0.358
H  -4.234  -2.750  -3.249  0.147
H  -3.527  -4.286  -2.730  0.391
H  -0.076  -3.217  -3.525  0.398
H  -0.748  -3.977  -2.134  0.367
H  -1.120  -4.558  -3.805  0.441

Force components x, y, z for each atom (eV/Å):
C -3.387 0.432 0.458
O 2.878 -0.519 -0.625
N -0.371 0.093 -0.794
C 0.731 -1.485 0.097
C 0.084 1.503 1.296
H -0.388 0.426 0.098
H 0.086 -0.133 0.036
H -0.283 0.576 0.075
H 0.440 0.065 0.474
H -0.532 -0.517 -0.605
H 0.012 0.104 -0.385
H 0.660 -0.557 0.103
C 0.314 0.729 1.063
O -1.463 -1.117 -1.383
N 0.136 0.275 1.505
C 0.302 0.282 -1.158
C 0.923 0.799 -0.417
H -0.336 -0.118 -0.148
H -0.550 0.399 0.742
H 0.209 -0.046 -0.110
H 0.588 -0.739 0.362
H 0.052 0.001 -0.366
H 0.291 -0.246 -0.225
H -0.465 -0.163 -0.013
C -0.620 3.226 0.934
O 0.150 -0.050 -0.663
N 1.316 -2.198 -0.957
C -0.649 0.219 1.096
C 0.270 -0.935 0.492
H -0.188 0.084 -0.365
H -0.476 -0.542 -0.242
H -0.216 0.285 -0.226
H 0.371 -0.020 -0.167
H -0.201 0.396 0.124
H 0.313 -0.132 0.244
H -0.019 -0.428 -0.427
C 1.178 -0.284 0.462
O -0.546 -0.240 -0.503
N -0.455 -0.310 -2.285
C 0.706 0.962 0.690
C -0.148 -1.204 0.622
H -0.338 0.094 0.310
H -0.351 0.213 0.431
H -0.322 0.341 0.277
H 0.335 0.380 0.116
H 0.037 0.081 -0.126
H 0.030 -0.121 -0.054
H -0.030 0.077 0.023
C -0.108 -0.109 3.493
O -1.384 1.785 -3.425
N 1.516 -0.335 0.566
C 0.046 -1.002 0.216
C -1.045 -0.540 -0.366
H -0.133 0.009 0.191
H 0.278 -0.080 0.145
H -0.306 0.269 0.524
H 0.709 0.262 0.028
H -0.170 -0.049 -0.428
H -0.375 0.514 -0.117
H 0.937 -0.657 -0.825
C 3.248 -1.377 0.064
O -2.339 0.854 0.807
N -1.528 0.206 0.103
C 0.524 0.697 -0.707
C 1.920 -1.113 0.517
H -0.701 0.130 0.804
H 0.712 -0.368 0.125
H 0.002 0.154 0.072
H -0.193 0.081 -0.024
H -0.707 1.082 -0.716
H -0.728 -0.617 -0.510
H 0.002 0.256 -0.496
C -0.383 -0.824 -0.414
O -0.135 0.900 2.029
N -0.215 -1.252 -3.517
C 1.236 -0.713 0.748
C 0.523 0.014 0.618
H 0.192 0.298 -0.758
H 0.000 0.470 0.203
H -0.615 -0.004 -0.427
H -0.482 -0.146 0.852
H 0.238 1.008 -0.242
H -0.381 -0.260 0.381
H -0.150 0.401 0.589
C -2.036 0.587 0.324
O 0.168 0.769 -0.571
N 0.354 -0.616 -0.844
C -0.119 -1.331 1.386
C 0.236 1.354 -0.271
H 0.901 -0.291 -0.023
H -0.142 -0.370 -0.135
H 0.238 0.169 0.257
H 0.529 0.008 -0.318
H -0.152 -0.070 0.209
H 0.388 -0.148 -0.663
H -0.491 -0.073 0.387
C -0.085 -1.264 1.200
O -0.335 0.867 -0.980
N -0.393 0.768 -1.877
C 1.476 -0.552 -0.405
C 0.850 -0.706 1.725
H 0.278 0.030 0.191
H -0.093 0.047 -0.081
H -0.253 0.097 0.305
H -0.229 0.058 -0.009
H 0.218 -0.550 0.363
H -0.404 0.831 0.216
H -1.109 0.447 -0.774
C 0.674 0.702 -0.913
O -0.040 -1.531 -0.264
N -1.182 1.099 0.623
C 0.833 -1.281 1.615
C 0.050 0.818 0.385
H -0.069 0.308 0.227
H -0.207 -0.457 -0.624
H -0.433 -0.505 -0.888
H -0.120 0.261 0.545
H -0.029 -0.004 -0.300
H 0.418 0.303 -0.519
H 0.191 0.079 0.134
C 0.393 1.750 0.065
O -0.098 -1.340 0.106
N -0.118 0.344 -0.081
C -0.328 0.017 -0.573
C -0.998 0.548 0.576
H 0.162 -0.298 -0.141
H 0.318 0.200 0.198
H -0.036 0.224 -0.052
H 0.169 -0.382 0.094
H -0.489 -0.089 -0.460
H 0.598 -0.739 -0.155
H 0.624 0.057 0.446
C -0.124 -0.579 -1.515
O 0.086 0.466 0.587
N -0.892 0.264 1.661
C -0.444 -0.502 -0.518
C -0.332 -1.100 1.090
H 0.275 0.448 0.332
H 0.447 0.042 -0.273
H -0.185 -0.279 0.145
H -0.042 0.705 -0.097
H 0.304 -0.023 -0.649
H 0.221 0.146 0.526
H 0.538 0.276 -1.168
C -0.894 -2.168 -2.981
O -0.034 3.582 1.853
N 1.557 -0.952 3.163
C 0.189 -0.231 -0.838
C -0.440 -0.250 -0.838
H 0.206 -0.164 -0.163
H -0.166 -0.680 0.631
H -0.656 0.639 0.040
H 0.003 0.498 -0.658
H 0.043 0.018 -0.202
H 0.061 0.302 0.083
H 0.142 -0.557 -0.149
C -2.603 0.656 -0.562
O 1.734 -1.465 0.763
N 2.073 1.491 1.063
C -1.566 -0.504 -0.805
C 0.564 0.170 -0.650
H -0.010 -0.372 -0.145
H -0.189 -0.143 -0.212
H 0.272 0.201 0.108
H 0.378 0.151 0.312
H -0.071 0.253 0.015
H -0.545 -0.134 0.125
H -0.057 -0.232 0.288